1.
ORCA calculation (the ωB97M-V functional and the def2-TZVPD basis) on a structure of composition C14H17BaIN2O2 in a non-equilibrium geometry.

XYZ file:
```
37
Properties=species:S:1:pos:R:3:forces:R:3
C 1.265 0.855 4.740 -0.01 0.08 -0.15
C 1.148 -0.638 4.921 0.23 -0.41 -0.08
H 2.071 1.095 4.052 0.24 -0.04 0.01
H 1.477 1.319 5.689 -0.15 0.56 0.26
H 0.360 1.249 4.270 -0.03 0.13 0.36
H 1.081 -1.028 3.908 -0.27 -0.66 0.08
H 2.045 -1.076 5.376 -0.09 0.16 -0.13
H 0.299 -0.949 5.548 0.11 0.16 -0.42
C 0.399 2.594 -1.725 -0.17 -0.75 -1.25
C 0.772 3.386 -2.823 -0.12 -0.30 0.21
C 0.819 2.793 -4.092 -0.07 -0.17 0.25
C 0.532 1.433 -4.241 -0.04 -0.64 0.31
H 0.250 3.007 -0.701 0.25 -0.36 -0.90
H 1.003 4.438 -2.668 -0.04 -0.22 -0.16
H 1.096 3.369 -4.979 -0.17 -0.07 0.38
H 0.499 0.915 -5.195 0.31 0.54 -0.06
N 0.163 1.276 -1.908 0.19 0.30 -0.42
C 0.272 0.653 -3.111 -0.12 1.28 0.75
C 0.118 -0.851 -3.128 -0.36 -1.13 0.64
N 0.003 -1.482 -1.926 -0.10 -0.51 -1.00
C -0.070 -2.829 -1.802 0.18 1.05 -0.95
C 0.125 -3.018 -4.205 -0.13 0.55 0.42
C 0.067 -3.631 -2.938 -0.04 -0.11 -0.20
H -0.241 -3.238 -0.778 0.29 0.31 -0.96
H 0.110 -4.718 -2.830 -0.09 0.44 -0.14
C 0.083 -1.616 -4.299 0.16 0.30 0.19
H 0.029 -1.064 -5.245 0.20 -0.71 0.22
H 0.192 -3.602 -5.127 -0.08 0.08 0.46
Ba -0.095 -0.141 0.244 0.25 0.16 2.61
I 3.298 -0.097 0.676 -0.51 0.01 -0.10
C -2.627 0.264 4.090 0.55 0.09 1.02
C -2.961 0.178 2.622 -0.99 0.04 0.24
O -4.154 0.239 2.306 1.18 -0.11 -0.50
O -1.928 0.044 1.841 -0.42 0.05 -0.21
H -3.507 0.351 4.745 0.24 -0.07 -0.49
H -1.967 1.121 4.286 -0.21 -0.06 -0.15
H -2.028 -0.601 4.408 -0.20 0.04 -0.15
```
Positions in Å, forces in eV/Å.

Summary:
gap between HOMO and LUMO: 6.31 eV
charge: 0
energy relative to the best compared isomer or geometry (same formula, charge and spin): 0.0 kcal per mole

Atom charges from the Mulliken analysis, given in e for atoms 1 to 6:
1. C -0.65
2. C -0.62
3. H 0.26
4. H 0.30
5. H 0.08
6. H 0.09

***

2.
ORCA calculation (the ωB97M-V functional and the def2-TZVPD basis) on a structure of composition C33H29Br2FeO2P2.

XYZ file:
```
69
Properties=species:S:1:pos:R:3:forces:R:3
Fe -0.216 0.126 0.496 -0.50 0.09 -0.63
Br -0.468 0.172 2.723 -0.08 0.04 0.67
C 3.216 0.420 2.310 0.03 0.00 0.17
Br 2.549 0.146 0.607 0.28 -0.01 -0.19
H 3.175 -0.409 3.000 -0.02 0.09 -0.07
H 3.704 1.362 2.506 -0.06 -0.11 -0.04
O -0.067 -0.522 -3.429 0.10 -0.01 -0.20
C -0.370 -0.706 -2.292 0.06 0.52 0.59
O 0.064 0.114 -1.296 0.04 -0.44 -0.40
C -1.272 -1.842 -1.839 -0.04 0.07 0.16
P -1.116 -2.065 -0.041 0.37 -0.39 -0.12
C -2.405 -3.257 0.416 -0.17 0.24 -0.01
C -3.740 -2.910 0.183 0.01 -0.07 0.01
C -4.757 -3.808 0.459 0.00 0.05 0.00
C -4.452 -5.058 0.984 0.04 -0.03 0.02
C -3.130 -5.405 1.222 0.02 0.05 0.00
C -2.105 -4.509 0.941 -0.02 -0.14 0.05
C 0.474 -2.913 0.181 -0.02 -0.08 -0.05
C 0.880 -3.204 1.486 0.13 0.00 0.01
C 2.121 -3.776 1.719 0.02 0.01 -0.02
C 2.977 -4.041 0.655 -0.01 -0.01 0.04
C 2.584 -3.746 -0.642 -0.06 0.03 -0.02
C 1.333 -3.186 -0.882 0.07 -0.02 0.01
H -1.052 -2.747 -2.393 0.01 -0.11 -0.16
H -2.302 -1.564 -2.069 -0.06 0.04 0.01
H -3.993 -1.943 -0.236 0.00 -0.02 -0.02
H -5.788 -3.536 0.262 0.08 -0.02 0.02
H -5.246 -5.761 1.204 0.04 0.03 -0.01
H -2.889 -6.381 1.625 -0.01 0.04 -0.01
H -1.077 -4.799 1.122 -0.09 0.01 -0.03
H 0.224 -2.987 2.320 -0.01 0.04 0.04
H 2.422 -4.014 2.733 -0.01 0.01 -0.05
H 3.950 -4.483 0.837 -0.06 0.03 0.00
H 3.248 -3.952 -1.474 -0.06 0.02 0.06
H 1.048 -2.962 -1.903 0.04 -0.02 0.04
C -2.529 2.520 -4.234 -0.01 -0.01 -0.03
C -3.460 1.914 -3.403 0.00 -0.03 0.00
C -3.199 1.777 -2.047 0.00 0.07 -0.04
C -2.002 2.260 -1.518 -0.05 -0.10 -0.03
C -1.063 2.857 -2.360 0.06 -0.02 -0.08
C -1.331 2.991 -3.712 0.03 0.01 0.04
P -1.569 2.037 0.217 -0.12 0.12 0.17
C -3.093 1.886 1.175 0.02 -0.13 0.02
C -3.784 0.676 1.121 -0.13 0.08 0.08
C -4.935 0.484 1.866 0.03 0.00 -0.04
C -5.399 1.505 2.688 -0.01 0.00 0.01
C -4.706 2.704 2.762 0.05 0.03 -0.02
C -3.549 2.896 2.012 -0.08 0.14 0.10
C -0.749 3.560 0.709 0.09 0.04 0.00
C 0.468 3.543 1.381 0.02 0.10 0.06
C 1.078 4.738 1.747 -0.05 -0.02 -0.03
C 0.471 5.947 1.442 0.00 -0.02 0.01
C -0.744 5.968 0.765 0.01 0.02 0.00
C -1.351 4.780 0.393 0.01 0.08 -0.08
H -2.735 2.625 -5.291 0.01 -0.01 0.04
H -4.397 1.552 -3.808 0.05 0.02 0.02
H -3.943 1.325 -1.406 -0.03 -0.01 0.06
H -0.119 3.212 -1.962 -0.04 -0.01 -0.01
H -0.600 3.457 -4.361 -0.03 -0.03 0.03
H -3.407 -0.123 0.503 0.06 -0.11 -0.06
H -5.464 -0.462 1.818 0.06 0.06 0.00
H -6.295 1.360 3.280 0.07 0.01 -0.04
H -5.058 3.495 3.412 0.02 -0.04 -0.04
H -3.007 3.831 2.095 -0.06 -0.08 0.02
H 0.943 2.604 1.632 0.00 -0.05 0.01
H 2.027 4.722 2.269 -0.04 0.00 -0.02
H 0.944 6.878 1.729 -0.02 -0.04 -0.02
H -1.215 6.911 0.520 0.02 -0.03 0.01
H -2.288 4.801 -0.152 0.03 0.00 0.01
```
Positions in Å, forces in eV/Å.

Summary:
spin multiplicity: 5
gap between HOMO and LUMO (spin up / spin down): 5.77 / 8.23 eV
⟨S²⟩: 6.157
charge: +1

Atom charges from the Mulliken analysis, given in e for atoms 1 to 6:
1. Fe 0.72
2. Br -0.46
3. C -0.78
4. Br 0.11
5. H 0.37
6. H 0.38

***

3.
ORCA calculation (the ωB97M-V functional and the def2-TZVPD basis) on an isolated molecule of C5H6INO2 in a non-equilibrium geometry.

XYZ file:
```
15
Properties=species:S:1:pos:R:3:forces:R:3
C -1.150 0.040 -1.448 0.20 0.81 4.22
C 0.011 -0.522 -1.585 0.81 1.41 -0.95
C -0.594 0.560 0.640 -3.72 -0.43 -6.03
C 0.681 -1.076 -2.821 0.69 0.33 1.73
C -0.952 1.250 2.756 -1.82 -3.23 -0.23
N 0.556 0.185 0.597 2.25 -0.43 0.88
O 0.958 -0.386 -0.581 0.73 -0.73 -0.08
O -1.439 1.158 1.379 -0.29 0.16 0.93
I -2.839 0.121 -2.536 -0.15 0.04 -0.10
H 0.504 -0.459 -3.708 0.11 -0.15 0.31
H 1.773 -1.119 -2.499 -1.32 -0.42 -1.11
H 0.168 -2.019 -2.891 0.54 -0.82 -0.77
H -1.883 1.062 3.365 1.31 0.91 -0.29
H -0.428 2.139 2.772 0.82 1.94 0.95
H -0.282 0.375 2.852 -0.17 0.62 0.53
```
Positions in Å, forces in eV/Å.

Summary:
gap between HOMO and LUMO: 8.84 eV
charge: 0
energy relative to the best compared isomer or geometry (same formula, charge and spin): 137.3 kcal per mole

Atom charges from the Mulliken analysis, given in e for atoms 1 to 6:
1. C -0.58
2. C 0.59
3. C 0.65
4. C -1.05
5. C -0.66
6. N -0.37

***

4.
ORCA calculation (the ωB97M-V functional and the def2-TZVPD basis) on a cluster of 4 separate species, C12H22FINO3 in total in a non-equilibrium geometry.

XYZ file:
```
40
Properties=species:S:1:pos:R:3:forces:R:3
N 1.306 0.610 4.917 -1.84 -4.06 -2.62
C 0.971 -0.444 4.085 3.19 3.55 1.00
C 1.980 -0.670 2.773 -0.99 -0.59 0.86
C 1.237 -0.295 1.348 -0.10 -1.77 0.69
F -0.197 0.077 1.621 1.57 0.11 0.40
I 2.251 1.441 0.484 -0.23 0.24 0.41
H 2.153 1.117 4.568 -0.94 -0.92 -0.11
H 0.045 -1.167 4.285 2.14 1.92 -0.35
H 2.273 -1.826 2.796 -0.75 2.25 -0.35
H 3.005 -0.091 2.886 -2.22 -0.97 0.15
C -3.298 0.328 2.525 0.03 -0.23 0.37
C -4.210 -0.847 2.295 -0.08 -0.76 1.16
O -4.404 -1.686 3.174 0.12 0.81 -0.99
C -4.877 -0.956 0.950 -0.19 -0.47 0.08
H -2.888 0.276 3.539 -0.06 -0.01 -0.26
H -2.470 0.301 1.811 -0.04 0.17 0.00
H -3.859 1.260 2.421 0.09 0.00 -0.20
H -4.120 -1.040 0.166 -0.12 0.28 -0.03
H -5.508 -0.081 0.776 0.21 0.03 -0.16
H -5.506 -1.852 0.928 0.11 0.17 0.04
C 5.460 3.927 -3.002 -0.39 0.27 -0.19
C 5.007 3.261 -1.730 -1.82 0.18 0.86
O 3.876 3.441 -1.283 1.85 0.02 -0.88
C 5.993 2.366 -1.027 -0.27 -0.14 0.42
H 4.645 4.542 -3.399 0.16 -0.15 0.11
H 6.318 4.572 -2.798 0.09 -0.17 -0.11
H 5.721 3.170 -3.746 0.20 0.09 0.06
H 6.875 2.942 -0.735 0.10 -0.10 -0.18
H 6.277 1.539 -1.683 0.16 0.11 0.01
H 5.529 1.954 -0.125 0.02 0.09 -0.23
C -1.817 -2.368 -2.316 -0.02 0.50 0.25
C -3.237 -2.093 -2.733 -0.50 1.44 0.49
O -3.798 -1.040 -2.434 0.58 -1.38 -0.44
C -3.945 -3.156 -3.530 -0.50 0.21 -0.09
H -1.434 -1.514 -1.748 -0.05 -0.21 -0.10
H -1.782 -3.256 -1.680 0.11 -0.05 -0.18
H -1.191 -2.509 -3.201 -0.01 -0.20 0.09
H -4.004 -4.079 -2.947 0.16 -0.03 -0.16
H -3.413 -3.333 -4.469 0.05 -0.18 0.13
H -4.961 -2.821 -3.760 0.22 -0.05 0.06
```
Positions in Å, forces in eV/Å.

Summary:
gap between HOMO and LUMO: 5.03 eV
charge: -1

Atom charges from the Mulliken analysis, given in e for atoms 1 to 6:
1. N -0.73
2. C 0.16
3. C -0.53
4. C -0.42
5. F -0.15
6. I -0.30

***

5.
ORCA calculation (the ωB97M-V functional and the def2-TZVPD basis) on an isolated molecule of CH4N4S in a non-equilibrium geometry.

XYZ file:
```
10
Properties=species:S:1:pos:R:3:forces:R:3
S 0.055 -1.973 2.968 0.52 0.38 0.95
N 0.117 -1.111 1.573 -0.34 0.47 -0.12
N -0.364 -1.581 0.523 -0.27 0.21 -0.21
C -0.372 -0.618 -0.553 1.36 1.09 3.03
N 0.223 0.631 0.089 1.34 -0.08 -0.29
N 0.742 0.221 1.442 -0.79 -0.97 -2.82
H 0.357 -0.950 -1.235 0.21 -0.57 -1.61
H -1.373 -0.470 -0.891 -0.53 0.09 -0.53
H 1.082 0.779 -0.489 -0.86 0.11 1.06
H 0.409 0.934 2.081 -0.66 -0.72 0.55
```
Positions in Å, forces in eV/Å.

Summary:
gap between HOMO and LUMO: 8.58 eV
charge: 0
energy relative to the best compared isomer or geometry (same formula, charge and spin): 67.2 kcal per mole
SMILES string: [S-][N+]1=NCNN1

Atom charges from the Mulliken analysis, given in e for atoms 1 to 6:
1. S -0.28
2. N 0.55
3. N -0.48
4. C -0.23
5. N -0.39
6. N -0.27

***

6.
ORCA calculation (the ωB97M-V functional and the def2-TZVPD basis) on a cluster of 2 separate species, C5H13NO in total in a non-equilibrium geometry.

XYZ file:
```
20
Properties=species:S:1:pos:R:3:forces:R:3
C -1.814 0.673 1.337 0.25 -0.18 0.29
C -0.668 -0.174 1.886 0.58 1.23 1.03
N 0.550 0.102 1.317 -0.08 -0.20 0.14
O -0.761 -0.879 2.867 -0.25 -0.31 -0.15
H -2.297 0.053 0.584 -0.31 0.53 -0.23
H -1.451 1.647 1.005 0.12 -0.34 -0.73
H -2.515 0.968 2.114 -0.07 -0.72 0.24
H 1.410 -0.206 1.730 -0.13 -0.42 0.19
H 0.611 0.522 0.420 0.05 0.28 -0.09
C 2.064 0.309 -2.401 -0.49 -1.22 1.03
C 0.742 -0.455 -2.502 -0.80 0.19 -0.78
C -0.395 0.238 -1.704 0.26 -1.22 -0.34
H 2.400 0.234 -1.360 0.00 0.62 0.01
H 2.872 -0.172 -2.949 -0.14 0.34 -0.48
H 1.810 1.321 -2.704 0.71 0.20 0.02
H 0.732 -1.502 -2.198 0.67 0.00 -0.01
H 0.495 -0.445 -3.569 -0.23 -0.22 0.12
H -1.164 0.686 -2.329 0.24 0.48 0.04
H 0.078 0.905 -1.008 -0.35 0.97 -0.21
H -0.914 -0.500 -1.092 0.00 -0.03 -0.06
```
Positions in Å, forces in eV/Å.

Summary:
gap between HOMO and LUMO: 10.60 eV
charge: 0
energy relative to the best compared isomer or geometry (same formula, charge and spin): 15.5 kcal per mole
SMILES string: CC(N)=O.CCC

Atom charges from the Mulliken analysis, given in e for atoms 1 to 6:
1. C -0.94
2. C 0.66
3. N -0.25
4. O -0.62
5. H 0.24
6. H 0.32

***

Look up the charge of the first one.
0